DFT (ωB97M-V/def2-TZVPD) results for C10H9Cl2NOPt as an isolated structure.

Atoms and positions in Å:
Pt 1.0662 0.3317 -1.6665
C -0.5534 -2.7301 -4.8648
H -1.1505 -3.0879 -4.0241
H -0.1713 -1.7326 -4.5873
H -1.1442 -2.7047 -5.7802
H 0.3186 -3.3253 -4.9954
H 2.4336 0.4199 -2.3613
Cl -3.7513 0.6862 -0.2930
C -2.3815 0.7858 0.7328
C -2.3883 1.2327 2.0673
C -1.2072 1.2672 2.8595
Cl -1.2095 2.1082 4.3604
C 0.0576 0.7938 2.3615
C 1.3206 0.8922 2.9839
C 2.4588 0.4636 2.3167
C 2.3803 0.0587 0.9758
N 1.2063 0.1673 0.2994
C 0.0414 0.3882 0.9822
C -1.0921 0.4795 0.1309
O -0.8853 0.4138 -1.1608
H -3.3175 1.6418 2.4864
H 1.3486 1.3290 3.9690
H 3.4125 0.4332 2.8158
H 3.2076 -0.3118 0.3916

Calculated values
- gap between HOMO and LUMO (spin up / spin down) (eV) = 6.67 / 5.73
- spin multiplicity = 3
- LUMO level (spin up / spin down) (eV) = -1.11 / -2.48
- highest occupied orbital energy (spin up / spin down) (Eh) = -0.2859 / -0.3016